The following is a DFT calculation (wB97M-V/def2-TZVPD) of 6 unconnected molecules or ions with the total composition C14H30N2O18S4 at a distorted geometry.

## Properties
expectation value of S² = 0.755
orbital gap (spin up / spin down) = 0.3264 / 0.1315 Ha
E_LUMO (spin up / spin down) = -2.712 / -8.016 eV
multiplicity = 2
net charge = +1
HOMO energy (spin up / spin down) = -11.595 / -11.594 eV

The geometry in XYZ format:
```
68
Properties=species:S:1:pos:R:3:forces:R:3
C -4.34575 0.99960 -4.57886 0.30 -0.34 1.45
C -4.60598 1.49854 -3.13845 -1.29 1.60 -0.65
O -3.41450 2.01812 -2.58327 3.06 -0.05 -1.28
S -2.28927 2.39680 -3.82804 -0.20 -0.43 0.33
O -1.14932 1.44480 -3.69625 -2.75 2.53 -0.20
O -2.08333 3.85542 -3.99093 -0.56 -4.25 0.60
O -3.32021 1.86495 -4.99854 2.04 1.39 -0.13
H -5.16796 1.12963 -5.28254 -0.05 0.02 0.35
H -3.99649 -0.03293 -4.58144 0.05 -0.08 -0.15
H -5.09594 0.83109 -2.42954 0.32 -0.19 -0.21
H -5.15927 2.43516 -3.20717 -1.05 -0.42 -0.24
C -1.41006 3.90411 4.01347 0.39 0.57 -1.25
C -0.08689 3.20350 4.10453 2.72 2.84 1.19
O -0.26256 1.88513 4.39880 -2.03 -3.43 0.24
S -1.77641 1.52742 5.00985 0.17 -0.48 -0.68
O -1.67289 1.10367 6.40228 -0.18 1.66 -2.61
O -2.45844 0.56834 4.11383 1.45 2.60 1.64
O -2.28362 3.11508 4.75461 -1.32 -3.06 1.50
H -1.64549 3.98970 2.95265 -0.74 -0.40 -0.02
H -1.49958 4.92001 4.39821 0.55 -0.16 0.32
H 0.55689 3.56412 4.90678 -0.36 0.60 0.55
H 0.59845 3.40087 3.28024 -0.63 -0.64 -0.78
C 2.63659 -0.94987 3.85354 0.59 2.02 4.07
C 1.39300 -1.68814 4.31118 -0.04 -0.73 0.58
O 1.15488 -2.64227 3.29815 0.09 -1.37 -3.20
S 2.28829 -2.63758 2.06688 1.88 -0.25 2.20
O 1.80101 -2.64381 0.69290 -0.06 0.66 2.58
O 3.32233 -3.60371 2.43407 -2.06 1.82 -0.90
O 2.79339 -1.09233 2.54954 -0.57 -2.07 -5.74
H 3.58671 -1.17088 4.33988 -0.24 -0.82 0.54
H 2.52522 0.11162 4.07477 -0.27 0.19 -0.17
H 0.47066 -1.11524 4.40699 0.27 0.41 -0.08
H 1.52790 -2.27081 5.22244 0.21 0.30 0.11
C 1.41864 2.79773 -1.71228 0.29 -0.66 1.03
C 1.63320 2.26696 -0.30649 3.38 0.37 -0.05
O 0.41731 1.93685 0.07632 -6.24 -0.78 3.09
S -0.72365 3.12751 -0.18695 1.54 -1.31 -0.82
O -0.63435 4.25455 0.74877 0.08 -2.24 -2.17
O -1.99042 2.40589 -0.33925 2.70 1.76 0.11
O 0.13405 3.38020 -1.65033 -2.94 1.75 1.14
H 1.32638 1.87289 -2.28170 0.30 0.56 -0.95
H 2.15778 3.55289 -1.97968 -0.20 -0.31 -0.49
H 2.06436 2.93763 0.43675 0.49 0.37 -0.30
H 2.13107 1.29836 -0.26156 0.82 0.34 -0.38
C -0.52551 -1.59880 -1.63964 -1.29 -0.91 -1.01
C -1.70901 -1.38094 -0.67105 2.38 0.10 -0.23
O -2.88767 -1.52484 -1.05091 -0.66 -0.18 -0.64
N -1.39058 -1.03168 0.52379 -0.69 0.23 -0.70
C -2.37220 -0.71343 1.53112 0.96 -0.32 1.78
H -0.92634 -2.13284 -2.50117 0.07 0.39 -0.33
H 0.19238 -2.31128 -1.23334 0.07 0.41 0.61
H -0.12118 -0.63144 -1.93769 -0.05 -0.05 0.09
H -0.40104 -0.90976 0.68515 0.01 0.07 0.20
H -2.94199 0.20945 1.42278 0.38 0.00 -0.41
H -1.68071 -0.64929 2.37126 -0.95 0.38 0.57
H -3.03444 -1.55678 1.72683 -0.01 -0.02 -0.25
C 1.98518 -3.92884 -4.35257 1.01 -0.52 1.26
C 2.96998 -3.33856 -3.36134 -2.34 0.67 -0.21
O 3.17828 -2.13243 -3.41494 1.06 -0.26 0.35
N 3.37142 -4.15979 -2.38297 2.33 -0.97 -0.04
C 4.62018 -3.81891 -1.64973 -2.88 1.76 1.75
H 2.06220 -5.00475 -4.19577 -0.20 -0.15 -0.92
H 2.38795 -3.53877 -5.28730 -0.88 -0.39 -0.31
H 0.98070 -3.64501 -4.03863 0.02 0.38 -0.62
H 3.05312 -5.11224 -2.27507 0.04 0.23 -0.69
H 4.10416 -3.18121 -0.93199 0.81 0.40 1.03
H 5.21196 -3.04302 -2.13541 0.52 -1.02 -0.58
H 5.00727 -4.61650 -1.01560 0.43 -0.10 -0.93
```
Positions in Å, forces in eV/Å.



The following is a DFT calculation (wB97M-V/def2-TZVPD) of a molecular structure, C14H30N3O2PSiTi at a distorted geometry.

## Properties
orbital gap (spin up / spin down) = 0.1772 / 0.1772 Ha
E_LUMO (spin up / spin down) = -0.581 / -0.581 eV
HOMO energy (spin up / spin down) = -5.404 / -5.402 eV

The geometry in XYZ format:
```
52
Properties=species:S:1:pos:R:3:forces:R:3
Ti -0.31550 -0.84378 0.48146 -0.26 2.62 -3.65
Si 0.24517 -2.50216 -1.33837 -0.30 -0.29 0.07
P 1.03788 1.48866 -1.74671 -1.81 -1.01 -0.75
N -1.82996 -0.20990 -0.15703 2.42 -1.50 1.22
H 2.31898 1.65384 -0.81222 0.41 -1.05 1.29
C 1.07249 3.28492 -2.13390 0.14 -0.09 0.17
H 1.20559 3.48531 -3.20631 -0.13 0.01 0.31
H 1.92133 3.66925 -1.55783 -0.16 0.30 -0.27
H 0.14215 3.73894 -1.76107 0.28 -0.06 -0.24
C 2.18594 0.68841 -2.94778 0.30 0.12 0.18
H 2.30792 1.29523 -3.84908 -0.14 -0.13 -0.02
H 1.87533 -0.32412 -3.20930 -0.18 0.11 -0.06
H 3.15396 0.63066 -2.44301 -0.03 -0.04 -0.25
C -0.61208 1.09858 -2.72074 0.04 0.44 -0.25
H -0.62521 1.55583 -3.72786 0.18 -0.05 0.24
H -1.48036 1.49902 -2.17710 0.36 -0.03 0.01
H -0.80219 0.02313 -2.84979 0.34 0.29 0.25
C 1.99283 -3.20319 -1.54956 -0.14 -0.21 0.30
H 2.47521 -3.31686 -0.57313 0.06 0.00 -0.14
H 2.62382 -2.57602 -2.18081 -0.06 0.04 0.04
H 1.91130 -4.19198 -2.01129 0.13 0.09 0.00
H -0.59329 -3.61483 -0.78040 -0.11 -0.51 -0.43
H -0.16201 -2.17084 -2.74107 -0.25 -0.17 0.17
C -3.13126 -0.12086 -0.47700 -1.86 0.12 -0.40
C -5.34784 0.87052 -0.13438 -0.04 -0.40 -0.38
C -3.97365 0.88340 0.08693 0.31 -0.46 -0.25
C -3.73647 -1.09415 -1.32929 0.18 0.34 0.30
C -5.11109 -1.09845 -1.54677 -0.03 0.43 0.22
C -5.92697 -0.12154 -0.94845 0.14 0.04 0.11
H -5.98030 1.63424 0.32818 0.21 -0.26 -0.17
H -3.50042 1.63443 0.72178 -0.19 -0.15 -0.14
H -3.07987 -1.85015 -1.77124 -0.28 0.23 0.13
H -5.55933 -1.86629 -2.18498 0.17 0.28 0.23
H -7.01020 -0.13981 -1.10938 0.45 0.04 0.06
C 2.79828 0.03660 0.40826 -0.82 1.07 -0.94
O 1.69021 -0.58057 0.18487 0.74 0.46 0.64
C 2.92383 0.90258 1.61529 0.43 0.27 0.67
H 3.95128 1.29548 1.69705 -0.43 -0.06 -0.07
H 2.75308 0.30527 2.52469 -0.09 0.04 0.04
H 2.23667 1.75606 1.61804 -0.12 -0.24 -0.05
C 4.09797 -0.43456 -0.15571 0.93 -0.17 -0.18
H 4.80333 0.40888 -0.29977 -0.49 -0.40 0.04
H 4.05017 -1.00717 -1.09033 -0.30 0.19 0.31
H 4.58290 -1.08219 0.60118 -0.11 -0.02 -0.20
N -0.12270 -1.31476 4.41317 -0.01 0.05 0.28
C -0.20990 -0.24950 3.60328 -0.32 0.13 -1.13
N -0.20802 1.00397 4.10480 0.05 -0.56 0.05
O -0.31307 -0.43339 2.35302 0.37 0.18 2.99
H -0.12854 -1.21799 5.42349 0.05 -0.24 -0.50
H -0.12785 -2.22837 3.96668 -0.04 0.43 0.43
H -0.26338 1.77467 3.44978 -0.04 -0.25 0.23
H -0.20440 1.17223 5.10453 0.06 0.05 -0.50
```
Positions in Å, forces in eV/Å.



The following is a DFT calculation (wB97M-V/def2-TZVPD) of a molecular structure, C14H30N4NiO2S4 at a distorted geometry.

## Properties
expectation value of S² = 2.008
orbital gap (spin up / spin down) = 0.3518 / 0.3313 Ha
E_LUMO (spin up / spin down) = -4.351 / -5.185 eV
multiplicity = 3
net charge = +2
HOMO energy (spin up / spin down) = -13.923 / -14.201 eV

The geometry in XYZ format:
```
55
Properties=species:S:1:pos:R:3:forces:R:3
Ni -0.83081 -0.48090 0.95636 0.08 0.79 -0.15
C 0.10715 2.40788 2.56053 0.34 0.37 -1.11
C 0.12408 1.51920 3.77448 -1.22 -1.68 -0.05
S 0.33603 -0.21372 3.03403 -0.06 0.44 2.00
C -0.47114 -1.40430 4.21311 -2.39 0.49 -2.67
C -0.34400 -2.72377 3.40633 0.10 0.25 0.75
S -0.90306 -2.69690 1.68258 -0.30 -0.91 0.02
C -2.66423 -3.07143 1.84982 -0.76 0.41 0.19
C -3.58951 -1.93056 2.31947 1.23 0.45 1.34
S -3.30680 -0.35268 1.44158 0.22 -1.13 -0.76
C -3.37346 0.86219 2.72289 0.43 -0.21 2.46
C -2.76447 2.14639 2.16238 -0.16 0.66 -0.62
S -1.19416 1.97134 1.22600 0.97 0.54 1.23
H 1.09497 2.33174 2.05577 -0.70 -0.06 -0.12
H -0.00239 3.47254 2.78726 -0.28 -0.20 0.10
H -0.82805 1.51660 4.34669 0.51 0.10 -0.39
H 0.93430 1.69623 4.48679 0.04 0.13 -0.41
H -1.55699 -1.14942 4.37072 0.97 -0.07 -0.33
H -0.05870 -1.38975 5.17035 1.25 -0.31 1.34
H -0.86166 -3.59235 3.83403 0.29 0.35 0.22
H 0.71915 -2.91683 3.34508 0.22 -0.46 -0.07
H -2.89737 -3.97648 2.43250 0.60 0.34 0.16
H -2.99482 -3.35667 0.86914 0.09 -0.05 -0.80
H -3.50517 -1.75852 3.43645 -0.14 -0.11 -1.31
H -4.58275 -2.19342 2.07165 -1.14 -0.45 0.07
H -2.70272 0.48415 3.54064 -0.58 0.33 -0.57
H -4.41410 0.89167 3.19161 1.29 0.56 -0.94
H -2.55439 2.98562 2.82980 -0.28 -0.50 0.55
H -3.44093 2.58685 1.43753 -0.19 -0.03 -0.26
N -1.15865 -0.34297 -1.20250 -0.28 0.45 0.43
C -0.09503 0.64562 -1.57033 0.92 0.20 -0.46
C 0.45274 0.40433 -3.00295 -0.36 1.40 0.39
C 1.30547 1.64263 -3.52762 0.30 0.05 1.04
C 2.87019 1.58692 -3.37509 -1.73 -1.44 -0.40
N 3.45437 0.88070 -4.52752 0.40 -0.71 -1.09
C 3.67236 -0.43615 -4.69412 0.04 -0.13 0.10
N 3.69491 -1.26808 -3.65848 -0.23 0.38 0.55
N 3.88271 -0.96277 -5.91428 -0.34 1.12 0.64
C 1.10908 0.70316 -0.49948 -0.30 0.16 -1.34
O 1.93858 1.60357 -0.60443 -0.57 -0.22 -0.08
O 1.14679 -0.26017 0.32716 -0.95 -0.38 0.36
H -1.02832 -1.23247 -1.71140 -0.27 0.72 0.34
H -2.11985 0.04100 -1.36695 1.30 -0.64 -0.14
H -0.49180 1.64064 -1.69950 -0.61 0.29 0.79
H -0.40852 0.22513 -3.63706 -0.38 0.61 -0.31
H 0.83458 -0.57344 -2.98282 1.75 -1.27 -0.27
H 0.99236 2.52409 -2.91001 0.13 -0.70 -0.69
H 1.08989 1.85746 -4.57577 -0.22 -0.05 0.09
H 3.06420 1.05970 -2.46104 0.49 -0.10 0.41
H 3.32425 2.55277 -3.31257 0.14 0.56 -0.02
H 3.44227 1.40671 -5.40011 0.03 -0.13 0.39
H 3.62399 -0.87171 -2.73284 0.01 -0.32 -0.01
H 3.82047 -2.26281 -3.76542 0.06 0.21 0.02
H 3.98468 -0.31464 -6.65679 0.05 0.22 -0.83
H 4.12429 -1.91393 -6.09366 0.17 -0.33 0.19
```
Positions in Å, forces in eV/Å.